Record 1
Below is C42H60N7O10PbSSbSi3 as an isolated structure in a non-equilibrium geometry, with properties calculated with wB97M-V/def2-TZVPD.

```
125
Properties=species:S:1:pos:R:3:lowdin_charge:R:1
Pb -0.14530 -0.36092 0.58755 1.5891
O 3.46243 -1.93696 3.25267 0.1168
C 2.60392 -1.51309 2.28615 -0.4389
O 1.59510 -0.89443 2.59307 -0.0297
C 2.97332 -1.83324 0.92705 -0.1783
C 4.03343 -2.67891 0.59071 0.0237
C 4.31317 -2.88378 -0.74033 -0.0245
C 3.54176 -2.23920 -1.69856 0.0289
C 2.48667 -1.44099 -1.27840 -0.1829
N 2.19801 -1.24429 -0.00887 0.0991
C 1.58863 -0.76009 -2.31224 -0.6536
O 2.44095 -0.38233 -3.36578 0.0292
O 0.83569 0.22375 -1.84354 -0.2766
H 3.09785 -1.64424 4.10209 0.1293
H 4.59135 -3.16299 1.37376 0.1157
H 5.10246 -3.55446 -1.04108 0.1112
H 3.72373 -2.36598 -2.75062 0.1269
H 1.87961 0.06056 -4.01421 0.0695
C -0.41110 5.33466 1.32186 -0.3213
Sb 0.71154 3.53191 0.69267 1.4456
C -0.24396 1.97148 1.95176 -0.5712
C -1.64258 2.20915 2.13603 -0.4944
C -2.45163 1.42355 2.98912 -0.0558
C -3.77374 1.74256 3.15579 -0.0859
C -4.30568 2.83679 2.47052 -0.0984
C -3.46067 3.51690 1.61476 -0.1691
N -2.18503 3.22839 1.45095 0.0303
Si 0.75860 1.84308 3.53388 0.4307
C 2.64359 1.84200 3.17024 -0.2041
C 0.47071 3.46190 4.55332 -0.1938
C 0.34155 0.48545 4.82024 -0.1860
C 0.21263 3.43783 -1.52359 -0.5051
C -1.15126 2.91724 -1.65364 -0.4465
C -2.06199 3.38352 -2.61463 -0.0770
C -3.31778 2.82203 -2.70823 -0.0680
C -3.67974 1.83894 -1.80000 -0.0516
C -2.73378 1.45269 -0.86508 -0.1553
N -1.51089 1.94657 -0.81364 0.0528
Si 0.39517 5.21926 -2.16330 0.5093
C 1.96168 6.07991 -1.47080 -0.1914
C -1.08543 6.39028 -1.72827 -0.1811
C 0.54984 5.56208 -4.05624 -0.1844
Si 1.44258 2.13266 -2.36467 0.4821
C 2.80195 1.78137 -1.00782 -0.2308
C 0.32413 1.80901 -3.96292 -0.1525
C 2.83517 2.98739 -3.47477 -0.1983
H -0.65536 5.20211 2.36951 -0.0189
H -1.32527 5.45043 0.76142 -0.0319
H 0.20578 6.22595 1.21763 -0.0190
H -2.01803 0.56116 3.46493 0.0932
H -4.40270 1.14978 3.80772 0.0997
H -5.33973 3.13060 2.58949 0.0790
H -3.82270 4.36120 1.03281 0.1017
H 3.01746 2.85079 3.01857 0.0094
H 2.85025 1.27958 2.26817 -0.0033
H 3.21103 1.39105 3.97958 0.0149
H 0.84592 4.32057 4.00543 0.0014
H 0.94899 3.44846 5.52920 0.0094
H -0.59454 3.60888 4.70649 0.0180
H 0.04975 -0.41864 4.30794 -0.0215
H -0.46978 0.78175 5.47713 0.0234
H 1.20052 0.25186 5.44431 0.0187
H -1.77796 4.16932 -3.29676 0.0780
H -4.01008 3.15551 -3.47476 0.0994
H -4.65820 1.38434 -1.81584 0.0992
H -2.97792 0.72134 -0.11017 0.0802
H 1.97716 6.05669 -0.38672 -0.0151
H 2.01438 7.11657 -1.79208 0.0216
H 2.85643 5.58123 -1.82086 0.0058
H -0.83656 7.07674 -0.92610 0.0118
H -1.94911 5.81626 -1.41191 0.0097
H -1.38652 6.98641 -2.58694 0.0179
H 1.39597 5.04138 -4.48096 -0.0065
H 0.69502 6.62680 -4.22817 0.0209
H -0.33251 5.26024 -4.61211 0.0128
H 2.39606 1.27958 -0.13385 -0.0298
H 3.31162 2.68513 -0.68041 0.0105
H 3.55376 1.11824 -1.42911 0.0276
H -0.49912 1.13393 -3.74984 0.0310
H 0.87743 1.39993 -4.81181 0.0231
H -0.10422 2.74531 -4.31068 0.0158
H 3.30247 3.82650 -2.97367 -0.0033
H 2.48283 3.33935 -4.43692 -0.0057
H 3.61487 2.25877 -3.67720 0.0156
O -3.47897 -1.13658 1.14445 -0.0967
H -2.65376 -1.49502 1.54144 -0.0336
H -3.39708 -1.40393 0.22468 0.0121
C -0.42935 -4.49148 1.80416 -0.1237
C -1.14265 -3.28565 2.54714 -0.6520
C -0.48517 -3.16297 3.94890 -0.0431
C -2.61548 -3.71525 2.76979 -0.0477
O -1.08447 -2.10735 1.86703 -0.4058
H -1.18593 -5.19110 1.45365 0.0836
H 0.21300 -5.02599 2.51880 0.1184
H 0.57061 -3.04004 0.74635 0.0925
H -0.54643 -4.10806 4.48764 0.0707
H -0.99879 -2.39452 4.52204 0.0723
H 0.55787 -2.88056 3.84228 0.0574
H -2.66688 -4.63055 3.35959 0.0767
H -3.10159 -3.87400 1.81154 0.0502
H -3.14574 -2.92258 3.29080 0.0784
O -1.71276 -1.24612 -1.32482 -0.1977
H -1.65587 -2.25755 -1.45477 -0.0173
H -1.15861 -0.88267 -2.02168 0.0016
N 0.71882 -1.82525 -2.84222 0.2619
C 0.80992 -2.95164 -3.22617 -0.1744
N 0.77383 -3.91180 -3.97409 0.1723
C 0.75249 -5.19661 -4.00982 -0.3615
N 0.77277 -6.32584 -4.24021 0.1252
O 1.52340 -4.24413 -1.21615 0.0413
C 0.72461 -4.69907 -0.40275 -0.4359
N 0.38329 -4.03712 0.71036 0.1127
S -2.32714 -4.59399 -0.76561 0.7911
O -1.58156 -3.74664 -1.77536 -0.4851
O -3.59578 -5.13072 -1.31369 -0.5091
C -1.24392 -6.14603 -0.80512 -0.2413
C -1.82275 -7.37184 -1.06420 -0.0740
C -1.04746 -8.51745 -1.11226 -0.0930
C 0.32017 -8.43212 -0.90728 -0.1007
C 0.90642 -7.20313 -0.65333 -0.0344
C 0.12499 -6.05719 -0.58592 -0.1583
H -2.88765 -7.38400 -1.25043 0.0952
H -1.50263 -9.47730 -1.31908 0.0915
H 0.93685 -9.32093 -0.96564 0.0911
H 1.97535 -7.12736 -0.50647 0.1107
```

Its gap between HOMO and LUMO is 5.17 eV. Its strongest force on any atom is 2.695 eV/A. The HOMO energy comes out at -1.9 eV. Its net charge is -2. The electronic energy is -121690.2232 eV. The molar mass comes out at 1268.3 g/mol.

Record 2
Below is C42H62AsCsN2OP2S4Si2 as an isolated structure in a non-equilibrium geometry, with properties calculated with wB97M-V/def2-TZVPD.

```
117
Properties=species:S:1:pos:R:3:lowdin_charge:R:1
Cs 1.07010 -0.72130 -0.11204 0.9500
C 3.41960 -2.13790 3.48043 -0.2942
P 3.42967 -0.86404 2.13973 0.7579
C 5.10170 -1.18238 1.44085 -0.2956
C 3.81407 0.60284 3.20527 -0.4554
C 2.54744 1.15353 3.88212 -0.4578
P 1.29087 1.66926 2.61944 0.7913
C -0.06733 2.22548 3.72475 -0.3138
C 2.01156 3.30890 2.18126 -0.3116
H 4.30810 -2.05945 4.11525 0.0347
H 3.38492 -3.13648 3.04488 -0.0079
H 2.52960 -2.01995 4.10103 0.0313
H 5.87658 -1.19486 2.21469 0.0359
H 5.34054 -0.41370 0.70386 0.0245
H 5.10177 -2.13314 0.90551 0.0128
H 4.25187 1.37122 2.55973 0.0648
H 4.58039 0.32830 3.93750 0.0684
H 2.77786 1.99993 4.53728 0.0683
H 2.09076 0.37968 4.50789 0.0645
H 0.29671 2.87576 4.52773 0.0339
H -0.57454 1.36048 4.15819 0.0266
H -0.78848 2.77680 3.11800 -0.0204
H 2.26818 3.88954 3.07437 0.0369
H 1.26966 3.85407 1.59827 -0.0430
H 2.90563 3.19270 1.56452 0.0288
C 0.55801 2.81094 -4.09698 -0.1247
N -0.54811 2.33173 -3.31130 -0.0686
C -1.31231 1.26618 -3.61910 -0.8530
S -1.24323 0.47862 -5.12507 0.5363
N -2.12236 0.87620 -2.61568 -0.0385
C -2.90416 -0.34286 -2.60215 -0.1033
H 0.63043 3.89297 -3.98545 0.0679
H 0.39892 2.55984 -5.14382 0.0316
H 1.50498 2.36614 -3.77837 0.0811
H -0.62460 2.68753 -2.35297 0.0194
H -2.02572 1.35242 -1.72369 0.0614
H -2.52431 -1.02904 -3.35515 0.0393
H -3.95895 -0.14424 -2.81225 0.0789
H -2.81042 -0.78791 -1.61349 0.0481
O 2.74657 -1.96603 -1.24948 -0.6957
C 3.21832 -2.99992 -2.00146 -0.6794
C 2.45617 -3.10720 -3.33466 -0.4395
C 1.14192 -2.80932 -3.53920 -0.1004
C 0.71121 -3.05335 -4.87634 -0.1827
C 1.70569 -3.54805 -5.66265 -0.4374
S 3.17218 -3.68551 -4.79209 1.0208
C 3.04552 -4.33224 -1.26601 -0.4371
C 2.87168 -5.60376 -1.72293 -0.1316
C 2.74823 -6.56227 -0.66691 -0.1991
C 2.82368 -5.98852 0.56522 -0.4196
S 3.03224 -4.29373 0.45188 1.0510
C 4.71194 -2.81040 -2.30126 -0.4873
C 5.71201 -3.70913 -2.52533 -0.1449
C 6.96551 -3.08644 -2.81395 -0.2027
C 6.87834 -1.72656 -2.79690 -0.4384
S 5.29556 -1.20132 -2.41795 1.0573
H 0.47164 -2.41362 -2.78626 0.1009
H -0.28862 -2.83529 -5.22620 0.0910
H 1.66397 -3.79341 -6.71266 0.0491
H 2.80846 -5.84245 -2.77717 0.0998
H 2.58254 -7.62005 -0.82582 0.0896
H 2.73409 -6.46983 1.52657 0.0553
H 5.55429 -4.77922 -2.48080 0.1073
H 7.88204 -3.62746 -3.01118 0.0859
H 7.67242 -1.01506 -2.96477 0.0499
C 0.86723 6.01332 -0.68215 -0.2597
Si -0.98757 5.71747 -0.53943 0.0723
C -1.71311 6.17546 -2.20813 -0.2371
C -1.64207 7.03244 0.63637 -0.2516
As -1.27224 3.54959 0.17032 0.6706
Si -3.56409 3.59801 0.45036 0.0986
C -4.54146 4.66292 -0.75572 -0.2501
C -4.05696 4.21074 2.15652 -0.2512
C -4.24630 1.85709 0.26399 -0.2360
H 1.06524 6.97073 -1.17973 0.0152
H 1.35531 5.21894 -1.25497 0.0119
H 1.33166 6.03283 0.30900 0.0092
H -1.37678 7.18134 -2.49083 0.0185
H -2.80396 6.17155 -2.17825 -0.0050
H -1.41433 5.46985 -2.98479 0.0108
H -1.35818 8.03504 0.29285 0.0155
H -1.24439 6.87123 1.64201 0.0173
H -2.73360 6.99212 0.70667 0.0025
H -4.36313 5.73102 -0.60027 0.0034
H -5.61095 4.46858 -0.60868 0.0203
H -4.28202 4.42603 -1.79072 0.0211
H -3.66407 5.21668 2.33259 0.0051
H -3.64090 3.55745 2.92988 0.0100
H -5.14888 4.22960 2.26375 0.0171
H -4.58631 1.69639 -0.76601 0.0180
H -5.10494 1.70570 0.92910 0.0239
H -3.50827 1.08106 0.48863 -0.0055
C -4.67454 -2.46892 4.96617 -0.1349
C -4.59429 -1.09345 4.78458 -0.1163
C -3.76003 -0.56819 3.80489 -0.0579
C -2.98841 -1.38875 2.97655 -0.2093
C -3.07197 -2.76940 3.18111 -0.0331
C -3.90542 -3.30046 4.15711 -0.1045
C -2.12759 -0.76702 1.92493 -0.1682
C -1.67617 -1.32620 0.80017 -0.2480
C -1.92402 -2.63080 0.24777 -0.3375
C -3.20002 -2.97784 -0.27021 -0.0857
C -3.39918 -4.14069 -0.99351 -0.1191
C -2.35604 -5.03604 -1.23935 -0.1369
C -1.10369 -4.73296 -0.71945 -0.1076
C -0.88661 -3.56932 0.00891 -0.1042
H -5.32447 -2.88652 5.72591 0.0810
H -5.18229 -0.42540 5.40448 0.0876
H -3.70127 0.50723 3.66165 0.1002
H -2.47510 -3.42673 2.56083 0.1073
H -3.95046 -4.37600 4.28854 0.0902
H -1.94010 0.29667 2.10592 0.0592
H -4.02510 -2.29633 -0.09383 0.1091
H -4.39147 -4.35544 -1.37825 0.0874
H -2.51323 -5.93372 -1.82337 0.0764
H -0.26550 -5.40173 -0.88736 0.0908
H 0.10899 -3.36884 0.38667 0.0404
```

Its gap between HOMO and LUMO is 4.72 eV. Its strongest force on any atom is 2.596 eV/A. The HOMO energy comes out at -1.4 eV. Its net charge is -2. The electronic energy is -188650.8181 eV. The molar mass comes out at 1065.2 g/mol.

What is the formula in the first record?
C42H60N7O10PbSSbSi3

What is the formula in the first record?
C42H60N7O10PbSSbSi3

Look up the net charge of the second one.
-2

What is the formula in the first record?
C42H60N7O10PbSSbSi3